The following is a quantum chemistry calculation of a structure of composition C46H95CoN5O8 in a non-equilibrium geometry, from the OMol25 dataset.

```
155
Properties=species:S:1:pos:R:3:forces:R:3:mulliken_charge:R:1
Co 8.3345 21.4277 14.0420 0.78 -1.40 0.59 1.0197
C 9.3477 19.6766 15.1938 -2.50 7.72 -5.80 0.6103
O 10.1694 20.3624 14.4991 9.37 -0.54 -1.41 -0.3354
O 8.4444 19.3830 14.3915 -5.26 -10.49 -5.97 -0.5849
O 8.7167 20.5693 15.7980 -2.65 5.26 12.43 -0.5627
C 6.9332 22.9840 20.5299 0.37 -0.39 -1.63 -1.6786
C 8.2573 22.5477 19.7372 -0.73 -0.37 1.00 1.4403
C 9.4429 22.3811 20.7490 -0.44 1.62 -0.74 -1.1537
C 9.5202 21.1072 21.5154 -0.02 -0.78 -0.90 -0.8293
C 9.3207 19.8853 20.6140 0.09 0.65 1.92 -0.4495
C 8.0859 20.0003 19.7466 -0.59 -2.53 -0.27 1.1949
N 8.1235 21.2445 19.0171 2.09 1.90 2.50 0.9985
O 7.2249 21.4223 18.0238 -1.66 -0.51 -1.08 0.2381
C 8.3301 18.8419 18.7017 -0.18 0.38 -0.33 -1.5619
C 6.7694 19.6056 20.6114 1.24 0.93 -1.50 -1.7069
C 8.6231 23.6853 18.7285 -0.47 -0.16 0.73 -1.7532
H 6.8770 24.0710 20.5885 0.55 0.06 0.96 0.5288
H 6.7814 22.4005 21.4380 0.21 0.56 0.23 0.2991
H 6.0348 22.8385 19.9300 0.04 -0.66 -0.39 0.1855
H 10.3094 22.6677 20.1531 0.47 -0.46 0.25 0.4103
H 9.3455 23.0999 21.5626 -0.03 0.83 -0.43 0.2925
H 8.7307 21.1991 22.2613 0.09 -0.52 0.33 0.4047
H 10.5012 21.0163 21.9817 -0.13 0.14 0.39 0.4113
H 9.1818 19.0614 21.3139 -0.08 -0.42 -0.24 0.4358
H 10.2605 19.6828 20.1004 -0.21 0.15 -0.52 -0.3045
H 8.5196 17.8424 19.0933 -0.36 0.10 0.76 0.5124
H 7.5347 18.7328 17.9645 -0.09 0.19 -0.03 0.4356
H 9.2638 19.0477 18.1782 -0.07 0.39 -0.25 -0.2288
H 6.6166 20.2764 21.4569 0.12 -0.26 0.12 0.2783
H 5.9114 19.7088 19.9471 -0.11 -0.10 0.03 0.3032
H 6.8919 18.5612 20.8982 -0.15 0.15 0.22 0.4698
H 8.9782 24.5360 19.3103 0.61 -0.12 0.16 0.5366
H 7.7814 24.1579 18.2221 -0.39 -0.65 -0.23 0.2965
H 9.3542 23.3601 17.9884 0.11 -0.02 0.14 0.0691
H 7.7866 21.1469 17.2956 -0.10 -0.26 -1.36 -0.0063
C 15.1858 18.9642 15.1703 -0.01 0.06 0.65 -1.7917
C 13.8155 18.5932 15.7817 -0.19 2.16 0.91 1.9336
C 13.8729 17.5131 16.8934 0.35 0.95 -0.21 -1.2397
C 14.3276 18.1048 18.2533 0.53 -1.53 -1.08 -1.0276
C 13.4012 19.2390 18.6465 1.11 0.19 0.50 -0.8421
C 13.4326 20.4443 17.6537 -0.64 -1.29 0.73 1.6419
N 13.1081 19.8059 16.3781 -0.05 -1.34 1.28 0.5895
O 12.8004 20.7224 15.4177 1.05 1.51 -1.29 -0.3643
C 12.2775 21.3875 18.0514 1.03 -0.33 -0.52 -2.2880
C 14.7325 21.2542 17.6962 0.44 -0.42 -0.58 -1.7794
C 12.8792 18.1934 14.6947 -1.08 -1.79 0.17 -1.7500
H 15.9393 19.1744 15.9294 0.12 -0.54 0.18 0.3377
H 15.1622 19.9125 14.6335 -0.53 -0.14 -0.35 0.2902
H 15.5033 18.1599 14.5067 0.23 0.07 -0.01 0.4561
H 12.8981 17.0508 17.0487 -0.43 0.40 -0.10 0.2966
H 14.4637 16.6594 16.5615 0.54 0.17 -0.02 0.5293
H 15.4009 18.2932 18.2797 0.08 0.81 -0.42 0.4316
H 14.3332 17.2081 18.8729 -0.68 0.26 0.85 0.4703
H 13.6867 19.6282 19.6238 -0.04 -0.01 0.25 0.5375
H 12.4302 18.7545 18.7488 -0.41 0.59 -0.21 0.0255
H 12.2593 22.2233 17.3519 -0.26 -0.01 -0.05 0.2673
H 11.3440 20.8252 18.0268 -0.17 0.32 0.27 0.1456
H 12.5747 21.7964 19.0170 -0.57 -0.08 0.27 0.7511
H 14.9877 21.7762 18.6185 -0.57 0.01 0.21 0.3936
H 15.6016 20.6255 17.5027 0.00 -0.06 -0.21 0.3084
H 14.6443 21.9846 16.8919 0.24 0.13 -0.03 0.3780
H 11.8599 18.2174 15.0800 -0.16 0.76 -0.11 0.0451
H 12.9465 17.1058 14.6671 0.58 -0.29 -1.15 0.5655
H 12.9457 18.7147 13.7398 0.12 -0.25 0.18 0.2950
H 11.8452 20.7257 15.3219 -0.85 -0.32 -0.32 0.0959
C 3.3877 20.9901 12.5627 -0.35 0.46 -0.77 -1.7529
C 4.2446 22.2666 12.6464 -0.33 0.42 -1.31 1.1359
C 3.2255 23.5459 12.6938 0.94 -1.28 1.83 -0.9577
C 2.9531 23.9556 14.1758 -0.27 -1.13 -0.72 -0.7873
C 3.2338 22.7610 15.1627 0.78 1.56 -0.01 -1.3833
C 4.7228 22.3106 15.1547 -0.03 -0.66 -0.20 1.1189
N 5.2176 22.1714 13.7575 -0.99 2.99 -0.21 0.1878
O 6.1624 21.1779 13.5838 0.23 0.00 -0.36 1.2525
C 5.5862 23.4041 15.8423 -0.37 -0.20 0.30 -0.9892
C 4.7236 20.9047 15.8653 0.04 1.71 0.27 -2.2487
C 4.9717 22.4839 11.2652 -0.03 0.66 1.06 -1.9191
H 3.9659 20.1089 12.2847 0.10 -0.07 0.04 0.3005
H 2.7065 21.2180 11.7429 -0.16 -0.57 -0.15 0.6115
H 2.7635 20.7631 13.4270 0.25 0.14 0.06 0.2505
H 3.5164 24.4161 12.1054 0.61 -0.16 0.06 0.4383
H 2.3072 23.1993 12.2196 -0.01 -0.15 0.12 0.3888
H 1.9155 24.2893 14.1901 -0.10 -0.09 0.50 0.4789
H 3.5446 24.8334 14.4359 0.18 -0.22 0.16 0.3655
H 2.5924 21.8815 15.1044 -0.25 0.40 -0.44 0.5785
H 3.1244 23.1571 16.1722 -0.35 -0.07 0.11 0.5674
H 5.5263 24.3672 15.3354 0.14 -0.23 -0.60 0.4038
H 5.2168 23.6714 16.8324 -0.04 -0.54 0.31 0.5309
H 6.6308 23.1172 15.9638 0.05 -0.10 -0.11 -0.4199
H 4.4999 21.1188 16.9104 0.09 -0.23 0.13 0.5516
H 3.8765 20.3431 15.4715 0.34 -0.41 -0.12 0.5903
H 5.6883 20.3985 15.8306 -0.15 -0.13 0.00 0.1070
H 5.6617 23.3182 11.3914 0.54 -0.27 0.34 0.3396
H 4.3011 22.9820 10.5650 -0.46 -0.87 -0.27 0.5074
H 5.4835 21.6130 10.8558 -0.17 0.06 -0.03 0.2310
H 5.6680 20.3628 13.6966 0.43 -1.00 0.13 -0.2572
C 9.1763 15.4774 15.1745 1.08 -1.43 -1.54 -1.8974
C 8.5309 14.9025 13.8529 -1.05 0.99 1.32 1.5772
C 7.4222 13.8681 14.3030 -0.58 0.54 -0.04 -1.1349
C 6.2182 13.7184 13.3791 0.33 0.10 0.18 -0.7821
C 5.5450 15.0675 13.2084 0.88 -0.40 -0.76 -1.0405
C 6.5877 16.0589 12.6020 -1.36 2.36 -0.31 1.5527
N 7.8593 16.1761 13.3729 -1.87 -2.35 0.08 1.0051
O 8.7369 17.1287 12.8619 0.24 -1.14 -1.10 -0.5609
C 6.7199 15.7698 11.0983 1.91 -0.29 0.58 -1.8434
C 5.8691 17.4236 12.7917 0.26 0.91 -0.25 -2.4486
C 9.4389 14.1579 12.8786 1.03 0.74 -0.12 -1.7526
H 8.4141 16.0034 15.7493 0.23 -0.29 0.07 0.5012
H 10.0101 16.1289 14.9132 -0.23 0.44 -0.10 0.1513
H 9.6910 14.6483 15.6600 -0.36 -0.10 0.70 0.4947
H 7.7973 12.8544 14.4433 0.70 0.23 0.20 0.4675
H 6.9763 14.1978 15.2414 0.33 0.05 0.33 0.3228
H 5.5515 12.9330 13.7350 -0.14 0.12 0.35 0.4362
H 6.5511 13.3270 12.4178 -0.04 0.20 -0.29 0.3372
H 5.0723 15.5282 14.0759 0.40 -0.43 0.49 0.4047
H 4.7227 14.9181 12.5087 0.01 0.41 -0.34 0.4153
H 7.5410 16.3364 10.6590 -0.10 0.55 0.11 0.3309
H 7.1754 14.7798 11.1226 -0.66 -0.47 -0.88 0.4207
H 5.8413 15.9105 10.4686 -0.12 -0.39 0.36 0.3797
H 5.7628 17.6664 13.8490 -0.45 -0.41 0.19 0.5645
H 6.3498 18.3337 12.4331 0.94 -0.25 -0.44 0.0508
H 4.9366 17.4785 12.2300 -0.44 -0.48 0.36 0.5748
H 8.8609 13.6498 12.1068 0.08 -0.08 0.05 0.3415
H 10.1323 13.4664 13.3573 -0.59 -0.52 0.48 0.4754
H 10.1944 14.7836 12.4034 -0.44 0.63 -0.33 0.2967
H 8.5936 17.8923 13.4258 0.03 1.00 0.63 0.1052
C 9.6270 24.2521 14.9718 -0.73 -0.13 0.48 -2.2804
C 9.9942 24.1752 13.4925 0.98 0.36 -0.78 1.8476
C 11.4765 23.6769 13.4242 0.20 -0.74 0.62 -0.7619
C 12.0293 23.2456 12.0883 -1.08 0.53 -1.20 -0.9964
C 11.1304 22.1914 11.4189 0.70 0.05 1.29 -1.2992
C 9.6063 22.5789 11.4301 1.31 -0.42 0.98 1.6738
N 9.1820 23.1353 12.7902 2.27 -2.78 0.89 1.3987
O 7.8237 23.3374 12.7689 -0.76 1.37 -0.25 -0.3058
C 9.3907 23.5307 10.2985 -0.46 1.16 -1.37 -1.6101
C 8.8187 21.3106 11.2447 0.09 -0.83 -0.35 -2.3283
C 9.8169 25.5470 12.8378 -0.29 0.46 0.11 -1.9029
H 8.6787 24.7181 15.2396 -0.39 0.11 -0.69 0.5294
H 10.3250 24.8600 15.5475 0.47 -0.25 -0.24 0.6903
H 9.5561 23.2618 15.4217 0.43 -0.24 0.08 -0.2616
H 12.2360 24.3584 13.8074 -0.66 0.71 0.35 0.5686
H 11.5397 22.8394 14.1190 -0.08 -0.31 0.02 -0.2638
H 13.0730 22.9387 12.1559 -0.15 -0.31 0.22 0.5709
H 12.0571 24.1270 11.4475 0.04 0.28 -0.24 0.3252
H 11.3744 21.2754 11.9570 -0.78 -0.27 0.34 0.0780
H 11.4878 21.9632 10.4147 -0.41 0.29 -0.24 0.5962
H 8.4472 23.4538 9.7581 -0.32 -0.48 0.19 0.4042
H 9.4295 24.5966 10.5235 0.49 -0.09 0.24 0.3104
H 10.1519 23.3130 9.5493 -0.08 0.28 -0.07 0.3612
H 9.2556 20.6803 10.4701 0.00 0.29 -0.43 0.6077
H 9.0055 20.6591 12.0984 -0.34 -0.20 0.35 0.8809
H 7.7636 21.4533 11.0113 0.06 -0.02 0.26 -0.2573
H 8.8621 25.6431 12.3208 -0.28 0.01 0.22 0.3317
H 10.5460 25.8348 12.0804 0.31 -0.23 0.23 0.3059
H 9.8036 26.2807 13.6438 0.14 0.25 -0.26 0.5353
H 7.7356 23.9579 12.0418 -1.07 0.56 -0.33 0.3667
```
Positions in Å, forces in eV/Å.

Values from the calculation:
**Spin multiplicity**: 4
**LUMO level (alpha / beta)**: -0.53 / -0.54 eV
**DFT total energy**: -110686.193 eV
**Molar mass**: 905.23 g/mol
**Kohn-Sham gap (alpha / beta)**: 6.69 / 6.65 eV
**Expectation value of S²**: 3.826